Formula: C31H63BaGeN4OP3S
Source: the OMol25 dataset
Level of theory: ωB97M-V/def2-TZVPD

Values from the calculation:
Orbital gap = 9.1 eV
HOMO energy = -13.666 eV
Charge = +2

Last column: Mulliken charge in e.
Geometry (Å):
Ba  1.112  -0.899  0.266  1.6064
S  -1.169  0.070  -1.866  -0.4480
C  -2.245  -0.147  -0.466  0.2286
C  -3.558  0.311  -0.457  -0.0427
C  -4.339  0.068  0.658  -0.5242
C  -3.799  -0.640  1.725  -0.7073
C  -2.493  -1.069  1.624  -0.4527
N  -1.718  -0.827  0.558  0.0206
H  -3.961  0.830  -1.315  0.3100
H  -5.363  0.413  0.689  0.4517
H  -4.381  -0.859  2.608  0.4356
H  -2.035  -1.633  2.430  0.4368
C  0.852  3.718  0.660  -1.0473
P  1.416  2.189  1.487  0.5777
C  1.010  2.547  3.232  -1.4470
C  3.248  2.415  1.497  -0.6834
C  3.873  2.461  0.099  -0.9252
P  3.762  0.881  -0.845  0.6011
C  4.296  1.423  -2.504  -1.0017
C  5.238  -0.017  -0.244  -1.0416
H  1.317  4.598  1.108  0.5068
H  -0.231  3.803  0.762  0.4596
H  1.085  3.695  -0.404  -0.1795
H  1.401  3.519  3.535  0.4198
H  1.436  1.780  3.879  0.3664
H  -0.071  2.544  3.368  0.3962
H  3.676  1.597  2.084  0.1389
H  3.476  3.341  2.033  0.5157
H  4.928  2.739  0.172  0.6419
H  3.396  3.235  -0.508  0.1076
H  5.222  1.999  -2.450  0.3968
H  3.522  2.039  -2.963  0.0223
H  4.461  0.555  -3.141  0.4520
H  6.140  0.589  -0.344  0.4981
H  5.366  -0.938  -0.815  0.4335
H  5.095  -0.289  0.801  -0.0899
C  -3.054  5.379  -3.101  -0.7413
C  -3.843  4.569  -4.122  -0.5385
C  -3.066  3.430  -4.778  -0.6070
C  -2.861  2.189  -3.897  -0.6165
Ge  -1.507  2.272  -2.497  -0.1793
C  0.282  2.800  -3.074  -0.0422
C  0.473  4.315  -3.206  -0.5807
C  1.921  4.714  -3.489  -0.1932
C  2.440  4.219  -4.833  -1.3811
H  -3.664  6.181  -2.685  0.4352
H  -2.177  5.839  -3.560  0.2245
H  -2.717  4.775  -2.254  0.0615
H  -4.187  5.244  -4.907  0.3472
H  -4.748  4.163  -3.659  0.2950
H  -2.102  3.799  -5.145  0.2196
H  -3.614  3.103  -5.664  0.3944
H  -2.539  1.347  -4.515  0.4822
H  -3.812  1.891  -3.447  0.3727
H  -1.920  2.893  -1.154  0.0814
H  0.487  2.295  -4.021  0.7496
H  0.985  2.388  -2.339  -0.4404
H  0.133  4.812  -2.292  0.5036
H  -0.163  4.697  -4.009  0.3351
H  2.560  4.343  -2.677  -0.1702
H  1.995  5.803  -3.454  0.4377
H  2.453  3.129  -4.897  0.2721
H  3.455  4.570  -5.016  0.4107
H  1.813  4.587  -5.647  0.3687
O  2.776  -1.742  1.858  -0.2557
P  3.345  -3.094  2.232  -1.8048
N  4.554  -2.937  3.305  0.6980
C  5.394  -1.726  3.424  -0.2533
C  6.316  -2.036  4.605  -0.6760
C  5.521  -3.042  5.436  -0.8701
C  4.883  -3.912  4.362  -0.3497
N  3.903  -3.846  0.884  0.7457
C  4.972  -4.872  0.906  -0.1505
C  4.621  -5.783  -0.268  -0.8321
C  3.942  -4.837  -1.256  -0.7431
C  3.112  -3.929  -0.347  0.0295
N  2.152  -4.046  2.844  0.4431
C  1.355  -3.626  4.007  -0.4436
C  0.241  -4.687  4.113  -0.5798
C  0.621  -5.789  3.104  -0.7315
C  2.081  -5.510  2.761  -0.2586
H  4.761  -0.858  3.619  0.1597
H  5.960  -1.544  2.509  0.1149
H  6.590  -1.139  5.156  0.4050
H  7.236  -2.502  4.247  0.3013
H  4.744  -2.535  6.013  0.2952
H  6.140  -3.614  6.122  0.4129
H  3.991  -4.435  4.703  0.2428
H  5.598  -4.657  3.998  0.2508
H  4.985  -5.413  1.852  0.1768
H  5.947  -4.400  0.771  0.3742
H  3.922  -6.559  0.051  0.2578
H  5.497  -6.275  -0.683  0.4443
H  3.334  -5.348  -1.999  0.4006
H  4.692  -4.242  -1.781  0.3106
H  2.118  -4.360  -0.163  0.3395
H  2.989  -2.939  -0.808  -0.4238
H  0.978  -2.614  3.859  0.3441
H  1.966  -3.617  4.916  0.1834
H  -0.734  -4.264  3.879  0.2020
H  0.184  -5.075  5.128  0.3383
H  0.013  -5.708  2.202  0.2652
H  0.483  -6.791  3.505  0.3920
H  2.365  -5.857  1.769  0.0377
H  2.747  -5.983  3.492  0.2735

=====

Formula: C31H65F8N8O7P3S
Source: the OMol25 dataset
Level of theory: ωB97M-V/def2-TZVPD

Values from the calculation:
Orbital gap = 7.0 eV
HOMO energy = -7.832 eV
Charge = 0
SMILES = CC[C@@H](C)[N@+]1([PH2]=S)C[C@H](N(C)C(C)=O)OC[C@@]1(CCOCC(F)(F)C(F)(F)C(F)(F)C(F)F)C(=O)[O-].CN(C)P(=O)(N(C)C)N(C)C.CN(C)P(=O)(N(C)C)N(C)C

Last column: Mulliken charge in e.
Geometry (Å):
C  -3.013  1.630  5.514  -0.9105
C  -3.421  0.142  4.980  -0.2809
C  -2.258  -0.518  4.073  0.9082
C  -1.324  -1.154  5.257  -1.2907
N  -2.670  -1.473  3.004  1.0835
P  -3.610  -2.883  3.692  0.0899
S  -5.430  -2.527  4.189  -0.2954
C  -1.422  -2.218  2.497  -1.2358
C  -0.325  -1.254  1.847  -0.2888
N  0.855  -0.941  2.708  0.2096
C  1.153  0.519  2.796  -0.7212
C  2.043  -1.589  2.062  0.6147
C  2.737  -2.918  2.640  -0.9927
O  2.557  -1.135  1.002  -0.5640
O  -0.877  -0.015  1.283  -0.2625
C  -2.110  -0.492  0.635  -1.4361
C  -3.240  -0.934  1.729  1.2452
C  -4.211  0.335  1.786  -2.0151
C  -3.519  1.765  1.978  0.5676
O  -4.366  2.615  2.836  -0.5269
C  -3.599  3.830  3.084  -0.4273
C  -3.732  4.915  1.915  0.6466
F  -4.788  4.499  1.056  -0.2902
F  -4.206  6.124  2.536  -0.3276
C  -2.413  5.156  1.051  0.6003
F  -2.860  5.688  -0.222  -0.3449
F  -1.669  3.986  0.752  -0.1388
C  -1.388  6.235  1.637  0.6105
F  -1.908  7.564  1.642  -0.2689
F  -0.296  6.283  0.706  -0.2749
C  -0.730  5.859  3.047  -0.0039
F  -0.103  4.581  3.064  -0.1771
F  -1.634  6.043  4.125  -0.2375
C  -4.161  -2.017  0.918  0.1470
O  -5.443  -1.983  0.976  -0.6563
O  -3.645  -2.973  0.080  -0.7395
H  -2.037  2.005  5.063  0.1920
H  -3.891  2.359  5.360  0.1741
H  -2.861  1.598  6.657  0.3897
H  -3.567  -0.460  5.955  0.5965
H  -4.448  0.178  4.508  0.1979
H  -1.616  0.369  3.714  -1.0514
H  -0.333  -1.563  4.895  0.2331
H  -1.062  -0.241  5.916  0.3763
H  -1.911  -1.850  5.947  0.4198
H  -2.939  -3.415  4.863  0.1821
H  -3.617  -3.993  2.757  0.2056
H  -1.005  -2.940  3.297  0.4051
H  -1.710  -2.969  1.662  0.7403
H  0.100  -1.809  0.923  0.4873
H  0.328  1.150  3.260  0.0384
H  1.445  1.008  1.808  0.3399
H  2.069  0.638  3.489  0.3220
H  2.658  -3.760  1.860  0.2253
H  2.275  -3.286  3.613  0.3081
H  3.866  -2.702  2.731  0.3020
H  -1.786  -1.347  -0.046  0.4621
H  -2.516  0.315  -0.081  0.3190
H  -4.676  0.390  0.729  0.5039
H  -5.135  0.169  2.456  0.3939
H  -3.525  2.323  0.963  0.2358
H  -2.427  1.752  2.296  0.1825
H  -2.510  3.625  3.346  0.0935
H  -4.073  4.278  4.035  0.3625
H  0.120  6.619  3.215  0.2681
C  -2.263  3.295  -2.923  -0.4494
N  -1.437  2.252  -3.506  0.4568
C  -0.038  2.443  -3.109  -1.0818
P  -1.647  1.421  -5.012  0.8417
O  -1.108  0.101  -4.435  -0.8242
N  -3.273  0.827  -5.100  0.1484
C  -4.411  1.414  -4.412  -1.0870
C  -3.457  -0.627  -5.122  -0.8789
N  -2.215  2.924  -5.770  -0.0900
C  -2.806  2.695  -7.117  -1.0558
C  -1.126  3.897  -6.018  -1.1121
H  -2.184  4.257  -3.442  0.2304
H  -1.982  3.473  -1.880  -0.0494
H  -3.313  3.030  -2.866  0.1517
H  0.470  3.181  -3.741  0.2705
H  0.523  1.508  -3.184  0.3426
H  0.054  2.772  -2.070  0.2274
H  -4.391  1.196  -3.340  0.1489
H  -5.351  1.018  -4.813  0.4778
H  -4.478  2.491  -4.575  0.3529
H  -3.346  -1.061  -4.124  0.2433
H  -2.742  -1.103  -5.796  0.3064
H  -4.450  -0.895  -5.499  0.3031
H  -2.089  2.205  -7.784  0.3745
H  -3.117  3.642  -7.568  0.4008
H  -3.707  2.083  -7.085  0.3253
H  -0.294  3.436  -6.559  0.3797
H  -0.737  4.326  -5.095  0.2644
H  -1.486  4.752  -6.598  0.3918
C  8.524  -3.627  -2.004  -0.7764
N  7.779  -3.360  -0.786  0.0502
C  8.631  -3.600  0.383  -1.0237
P  6.083  -3.561  -0.490  0.8757
O  6.030  -2.327  0.428  -0.7858
N  5.198  -2.776  -1.756  0.2970
C  5.694  -2.558  -3.104  -1.2507
C  4.370  -1.624  -1.384  -0.7128
N  6.077  -5.037  -1.480  -0.0950
C  4.701  -5.518  -1.776  -1.0213
C  6.724  -6.189  -0.808  -1.1161
H  8.634  -4.693  -2.229  0.2720
H  9.536  -3.213  -1.939  0.4051
H  8.102  -3.141  -2.877  0.1796
H  8.667  -4.662  0.653  0.2740
H  8.263  -3.054  1.256  0.2370
H  9.658  -3.260  0.221  0.3947
H  6.442  -1.759  -3.135  0.3039
H  4.876  -2.270  -3.775  0.4220
H  6.100  -3.469  -3.546  0.3948
H  4.978  -0.724  -1.243  0.2530
H  3.812  -1.820  -0.469  0.0052
H  3.621  -1.408  -2.153  0.3783
H  4.140  -5.704  -0.854  0.3551
H  4.733  -6.444  -2.360  0.4012
H  4.129  -4.817  -2.382  0.3063
H  6.314  -6.348  0.194  0.3655
H  7.802  -6.065  -0.720  0.2749
H  6.590  -7.107  -1.387  0.4056

=====

no.,E_tot (a.u.),LUMO level (eV)
1,-5037.7019,-4.560
2,-4405.5959,-0.841